Density functional theory data (wB97M-V/def2-TZVPD) for an isolated molecule of C3H5NOS3.

```
13
Properties=species:S:1:pos:R:3:forces:R:3
C 3.075398 0.397782 0.234229 -1.36 0.86 -1.01
C 0.422221 -0.214046 -0.232691 0.71 1.96 -0.62
C -3.073123 -0.307610 0.437009 -3.52 2.96 -1.23
H 3.946125 -0.023454 0.699675 0.47 0.08 0.29
H 3.337993 0.881275 -0.797438 -0.72 -1.03 1.95
H 2.496963 1.112811 0.900050 1.18 -0.63 -0.89
H -2.381570 0.028530 -1.462366 -0.09 0.48 -0.77
H -2.800831 -0.813217 1.330260 0.62 -0.74 0.80
N -2.118583 -0.437656 -0.626355 -3.78 0.85 1.75
O -4.175461 0.359139 0.438041 5.14 -2.83 -0.92
S 1.924099 -1.051202 0.133718 0.04 1.29 -0.29
S 0.155487 1.437264 -0.468116 0.64 -1.84 0.61
S -0.808712 -1.369611 -0.586021 0.67 -1.42 0.34
```
Forces are in eV/Å.

Calculated values
2S+1: 1
Relative energy (zero: lowest compared OMol25 entry of this formula, charge and spin) in eV: 1.077
Electronic energy in eV: -39234.173
HOMO-LUMO gap in eV: 8.4730
E_LUMO in eV: -0.6
Highest occupied orbital energy in eV: -9.0